Record 1
{
  "formula": "C25H52NO18P2S2",
  "method": "ωB97M-V/def2-TZVPD",
  "elements": ["C", "C", "O", "O", "O", "H", "C", "H", "C", "H", "H", "H", "H", "C", "C", "O", "H", "H", "O", "H", "O", "H", "H", "H", "C", "H", "C", "H", "H", "O", "H", "H", "H", "O", "H", "H", "C", "C", "H", "C", "C", "H", "H", "H", "P", "C", "H", "H", "H", "O", "C", "O", "H", "O", "H", "H", "C", "O", "H", "H", "C", "H", "C", "C", "H", "H", "S", "N", "H", "H", "O", "H", "C", "H", "C", "O", "C", "S", "O", "H", "H", "H", "O", "H", "H", "O", "C", "O", "H", "C", "H", "P", "H", "H", "H", "H", "C", "H", "C", "H"],
  "xyz": [[2.46094, -2.24904, -2.44023], [-4.87836, 0.08286, 2.30476], [-4.01024, -5.25550, 2.74684], [-5.53635, 0.79030, 4.54944], [-2.75755, 0.80609, -3.07749], [-1.72578, 4.89398, -6.14338], [0.58702, -0.97176, -1.28317], [-0.38962, 5.89166, -5.56638], [-3.57898, -4.33826, 0.52511], [3.90407, 2.30627, -0.34056], [4.66839, -0.55633, -3.53656], [-0.08479, 4.22680, -6.03485], [-1.36805, 2.13497, -0.28659], [-5.83982, -0.36964, 5.13383], [-7.36129, -1.34390, 6.58790], [1.76113, 5.19477, -2.27597], [0.88844, -0.02242, -4.18705], [5.84040, -0.27377, 3.11157], [-3.72665, -7.26266, 3.47753], [0.74399, 1.88355, -0.12472], [0.20635, 6.56368, -3.17511], [-2.56039, -3.81827, 2.37123], [-3.59894, 0.23649, 4.04894], [-2.89089, -5.13213, 0.23334], [-4.46082, 0.73676, 3.60436], [-1.52724, 3.42552, -4.16358], [2.49121, 6.35235, -1.84675], [-4.57563, -4.63988, 0.20130], [3.52991, -1.32569, -0.82629], [-3.83960, 2.91131, -2.27215], [-1.80276, 5.08055, -3.63728], [-4.61012, 2.56887, -2.75583], [-3.47568, -9.14436, 4.20274], [5.66378, 1.00763, 0.90093], [-0.46031, -0.67935, -1.36631], [7.94129, 0.68334, 2.07869], [-2.95088, -8.46198, 3.54051], [5.48152, -2.32523, -2.56308], [2.91634, 6.87570, -2.70125], [7.78027, 0.69772, 3.15584], [3.34438, -1.10381, -1.88515], [0.10925, 2.66651, -2.79806], [-3.29695, -3.42548, -0.00406], [1.86249, 7.02565, -1.26849], [0.41719, -1.34240, -4.04229], [4.70404, -1.01978, -2.55075], [-4.23565, -3.30032, 2.27877], [-1.50725, 3.44331, -1.41903], [-7.82273, -1.99897, 5.85032], [5.59436, 1.79098, 3.02401], [-1.09242, 4.42508, -4.14172], [2.66421, 0.11696, -2.06396], [0.04617, -3.22316, 0.00759], [0.11142, 4.30925, -3.35953], [5.36577, 3.32584, -0.48900], [-5.74977, 0.58711, 1.88492], [-3.55284, -4.10839, 2.02310], [4.72206, 2.97916, 1.45186], [-5.15176, -0.96082, 2.45709], [1.79258, 2.27836, -1.44867], [-0.18550, 1.85337, -2.13672], [8.30749, -0.15127, 3.59039], [-1.41593, 2.35859, -1.34951], [4.44229, 3.16272, 0.06492], [3.81172, 4.04254, -0.02635], [-2.87568, -8.91266, 2.55183], [-2.94705, 1.63048, -1.92742], [0.99555, -1.90570, -2.43389], [0.48751, -2.77844, -2.25633], [5.32245, -3.07603, -1.75456], [-6.86711, -0.16049, 5.95537], [2.59943, -3.11572, -1.78952], [-3.15178, -6.27231, 2.80072], [3.30019, 5.99876, -1.21360], [5.36557, 1.84293, 1.72075], [-2.04591, -6.29429, 2.31847], [0.64763, 5.47031, -2.96119], [-0.44444, -1.05850, 1.62619], [-1.02420, -1.49334, -4.10954], [-6.56642, -1.86874, 7.11356], [2.05314, 0.09372, -0.13754], [5.28844, -0.34199, -1.91467], [6.30756, -2.57112, -3.39121], [6.17969, 0.63329, 4.57702], [2.00071, -2.11996, 0.68235], [-3.55858, 0.95770, -0.82841], [0.98214, 1.60821, -1.15055], [-5.28517, -1.42242, 4.95080], [-0.44635, 0.99738, -2.75605], [6.30667, 0.63398, 3.49659], [-4.17780, 1.77195, 3.41907], [0.64840, -1.97278, 0.30960], [1.08594, -2.17758, -4.96491], [2.81528, -2.54478, -3.42901], [8.21996, 1.61978, 3.53750], [-4.06713, 0.11998, 1.57715], [1.59515, 0.20539, -1.13148], [-1.95919, -8.26688, 3.94320], [-0.80885, 4.88713, -5.55463], [-8.11465, -1.02927, 7.30445]],
  "forces_ev_per_angstrom": [[0.97, -0.22, 0.72], [-0.17, -0.20, -0.01], [0.03, -0.04, 0.04], [0.01, 0.06, 0.07], [0.42, 0.55, -0.91], [-0.01, -0.06, 0.04], [1.24, -1.08, 0.56], [-0.09, 0.03, 0.06], [0.08, -0.25, -0.10], [0.14, -0.05, -0.02], [-0.07, -0.25, -0.12], [-0.10, -0.09, -0.02], [-0.16, -0.29, -0.02], [-0.08, 0.11, 0.00], [-0.16, -0.15, 0.19], [-0.04, -0.14, 0.00], [0.48, -0.36, 0.35], [-0.03, 0.10, -0.15], [0.05, -0.01, -0.02], [-0.25, -0.11, 0.00], [-0.02, -0.11, 0.03], [0.03, -0.14, 0.00], [-0.11, -0.11, 0.06], [0.05, 0.03, 0.06], [0.29, -0.03, -0.34], [0.14, -0.10, 0.14], [0.23, 0.21, 0.18], [-0.03, 0.13, 0.00], [-0.21, 0.37, 0.10], [0.58, -0.23, -0.31], [0.15, 0.09, 0.06], [-0.12, 0.18, -0.01], [-0.13, 0.13, 0.00], [-0.08, -0.20, -0.10], [0.01, -0.10, -0.35], [-0.05, -0.09, 0.00], [0.06, -0.25, 0.09], [0.08, -0.08, -0.06], [-0.13, 0.02, -0.03], [0.04, 0.19, -0.24], [-0.05, -0.42, -0.35], [-0.02, -0.81, 0.17], [-0.09, 0.06, 0.05], [-0.09, -0.01, -0.12], [-0.86, 0.27, -1.30], [0.17, 0.12, 0.49], [-0.09, -0.15, 0.19], [-0.05, 0.00, -0.13], [0.11, -0.05, -0.01], [-0.07, 0.05, -0.07], [-0.46, 0.10, -0.46], [-0.38, -0.23, -0.05], [0.73, -0.07, -0.39], [0.04, 0.86, -0.30], [-0.02, -0.12, -0.04], [0.09, 0.10, -0.04], [0.08, 0.43, -0.28], [-0.08, 0.04, -0.11], [0.07, 0.00, 0.07], [0.12, -0.08, 0.16], [0.01, 0.32, 0.91], [-0.04, 0.01, 0.05], [-0.09, 0.27, -0.59], [-0.10, 0.15, -0.18], [0.02, 0.04, 0.22], [0.09, 0.06, -0.01], [-0.59, -0.80, 1.02], [0.47, 0.43, -0.15], [-0.21, 0.06, -0.36], [-0.26, 0.34, 0.11], [0.03, -0.02, -0.01], [-0.15, -0.09, -0.15], [-0.14, 0.04, 0.04], [-0.05, -0.15, -0.06], [-0.02, 0.00, 0.24], [0.05, 0.00, 0.00], [0.17, 0.30, 0.05], [0.43, -0.01, -0.21], [-0.58, -0.11, 0.32], [0.04, -0.02, -0.11], [-0.01, 0.02, 0.00], [0.05, 0.02, -0.09], [0.09, 0.03, -0.31], [-0.16, 0.19, -0.03], [-0.01, -0.35, -0.53], [-0.10, 0.12, 0.67], [0.30, -0.17, -0.92], [0.04, -0.04, 0.01], [-0.09, -0.15, 0.18], [0.36, -0.36, 0.19], [-0.16, 0.06, 0.17], [-1.89, 1.02, 1.16], [0.47, 0.15, 0.51], [-0.47, 0.11, -0.18], [-0.01, -0.06, 0.12], [-0.02, 0.08, 0.00], [-0.03, 0.61, 0.67], [0.01, 0.06, -0.09], [0.28, 0.11, -0.02], [0.03, 0.17, -0.07]],
  "mulliken_charge": [-1.303, -0.671, -0.363, -0.347, -0.643, 0.404, -0.389, 0.351, -1.131, -0.280, 0.329, 0.313, 0.773, 0.783, -0.627, -0.194, 0.130, 0.258, -0.341, 0.736, -0.554, 0.280, 0.310, 0.330, -0.265, 0.187, -0.698, 0.348, 0.139, -0.451, 0.360, 0.417, 0.226, -0.577, 0.463, 0.305, -0.627, -0.180, 0.317, -1.100, 0.588, -0.112, 0.250, 0.363, 0.499, -0.417, 0.045, 0.443, 0.294, -0.393, -0.040, -0.517, 0.116, -0.400, 0.368, 0.297, 0.211, -0.379, 0.125, 0.137, 0.490, 0.367, -1.372, 0.116, 0.022, 0.292, 1.170, 0.263, 0.585, 0.373, -0.345, 0.361, 0.775, 0.164, 0.811, -0.581, 0.619, -0.237, -0.529, 0.290, 0.703, 0.289, -0.444, 0.308, 0.097, -0.518, -1.581, -0.549, 0.214, -0.134, 0.291, 0.193, 0.127, 0.352, 0.303, 0.200, -0.066, 0.290, -1.432, 0.225],
  "orbital_gap_ev": 8.90,
  "lumo_ha": -0.1163,
  "homo_energy_ha": -0.44327,
  "mol_weight_g_mol": 780.8,
  "charge": 1,
  "fmax_ha_per_bohr": 0.04737
}


Record 2
{
  "formula": "C5H16N2O",
  "method": "ωB97M-V/def2-TZVPD",
  "elements": ["N", "H", "C", "H", "H", "H", "H", "C", "H", "C", "C", "H", "H", "H", "O", "H", "N", "H", "C", "H", "H", "H", "H", "H"],
  "xyz": [[-2.49042, 0.73751, -1.01568], [-1.97590, -1.92673, 0.58882], [1.02744, 0.40882, 1.33956], [-1.01597, -0.64034, -0.22550], [1.51986, 1.13523, 3.36007], [-1.77059, -0.91397, -1.84485], [-1.57240, -3.38310, 0.59223], [-0.09923, 0.53556, -1.70149], [-0.29749, 1.63798, -1.38460], [1.67678, 0.66395, -0.03688], [-1.34330, -0.20233, -1.18846], [0.60894, -0.69176, 1.30119], [0.26950, 1.07629, 1.49235], [-0.14040, 0.42699, -2.81860], [-1.58539, -2.57999, 1.16281], [1.23687, -0.98691, -1.16899], [1.26808, 0.06842, -1.31797], [2.69968, -0.02017, 2.78519], [2.06065, 0.76665, 2.41158], [2.70250, 0.27163, -0.01355], [2.63937, 1.63490, 2.13633], [-2.15527, 1.63421, -0.54083], [-2.89800, 0.91665, -1.93766], [1.45470, 1.79159, -0.23443]],
  "forces_ev_per_angstrom": [[0.89, 0.67, 0.95], [-0.36, 0.44, -0.16], [1.60, -3.52, -1.23], [-0.65, 0.09, -0.39], [0.59, -0.64, -1.27], [0.28, -1.24, -0.68], [0.03, 0.77, 0.75], [-0.01, 0.33, -1.54], [0.98, -1.73, -0.73], [-0.08, 1.32, -0.92], [0.04, 1.83, 1.62], [0.85, 1.99, 0.79], [-2.51, 1.40, 0.13], [0.05, 0.73, 0.75], [0.21, -1.37, -0.47], [-0.01, 1.62, -0.48], [-2.28, -1.26, 1.10], [0.31, -0.32, -0.40], [-1.59, 0.39, 2.27], [0.24, 1.16, 0.54], [0.39, 0.12, -0.43], [-0.87, -1.59, -1.20], [0.28, 0.37, 0.61], [1.61, -1.57, 0.40]],
  "mulliken_charge": [-0.662, 0.384, 0.161, -0.515, 0.336, 0.616, 0.318, -0.707, 0.265, -0.770, 0.270, 0.074, 0.141, 0.290, -0.658, 0.274, -0.404, 0.328, -1.291, 0.357, 0.361, 0.258, 0.237, 0.336],
  "e_above_lowest_kcal_mol": 50.0,
  "orbital_gap_ev": 9.58,
  "lumo_ha": 0.0318,
  "homo_energy_ha": -0.32030,
  "mol_weight_g_mol": 120.2,
  "smiles": "CCCNCCN.O",
  "fmax_ha_per_bohr": 0.07894
}